# C29H48BrCoN3P2S

A molecular structure, C29H48BrCoN3P2S at a distorted geometry (ωB97M-V with the def2-TZVPD basis set, the Open Molecules 2025 dataset).

Highest occupied orbital energy (spin up / spin down) in eV: -12.363 / -12.334
⟨S²⟩: 3.781
Orbital gap (spin up / spin down) in eV: 6.4 / 3.5
Energy in eV: -172388.025

The geometry in ORCA input format:
```
! wB97M-V def2-TZVPD RIJCOSX def2/J DEFGRID3
* xyz 2 4
N -6.95893 4.89927 -4.84278
C -6.61253 5.37493 -3.64139
C -5.51491 4.87902 -2.94274
C -4.73942 3.83395 -3.50752
C -5.08475 3.38154 -4.79521
C -6.21935 3.94784 -5.41319
C -3.67314 3.26175 -2.71911
Co 1.06470 0.37123 0.62947
P 5.18564 -0.80784 -0.21278
C -2.71156 2.40730 -3.16139
C -1.93775 1.68333 -2.21860
C -0.68118 1.16025 -2.59381
C 0.09561 0.53092 -1.65518
C -0.53136 0.17457 -0.37316
C -1.70817 0.91816 0.06988
C -2.43974 1.56067 -0.88613
Br 1.83193 -1.16495 2.30502
H -3.66465 3.59168 -1.67701
H -2.48650 2.29865 -4.22127
H -5.27126 5.29390 -1.96516
H -4.49064 2.61001 -5.28640
H -7.23477 6.16415 -3.21355
H -6.52045 3.58501 -6.40397
H -0.38516 1.30023 -3.64193
H -3.44696 1.94081 -0.67462
H 1.15854 0.33009 -1.83907
H -1.94123 0.90491 1.13973
P -0.72186 -1.63584 0.11421
C 4.30506 0.73583 0.25887
C 5.15505 2.00389 0.07727
H 4.00788 0.60470 1.30858
H 3.38625 0.82691 -0.35194
H 4.63801 2.87351 0.49774
H 6.13705 1.93768 0.56466
H 5.31742 2.21107 -0.98823
C 4.29441 -1.39435 -1.70447
C 5.04576 -2.44641 -2.52987
H 4.13382 -0.49958 -2.31514
H 3.31308 -1.77175 -1.39733
H 4.60090 -2.53237 -3.52809
H 6.10013 -2.17870 -2.66356
H 5.00201 -3.43559 -2.05899
C 4.74025 -2.14298 0.98012
C 5.41553 -2.01208 2.34666
H 5.05246 -3.08651 0.48687
H 3.63550 -2.17584 1.12677
H 4.83607 -2.55240 3.10065
H 6.42007 -2.44127 2.33641
H 5.48507 -0.96690 2.66107
C -0.94472 -2.78489 1.53409
C -1.46613 -4.18789 1.17219
H -1.62912 -2.27998 2.24033
H 0.03488 -2.85613 2.03770
H -2.53896 -4.29869 1.38963
H -1.32108 -4.46699 0.12075
H -0.93056 -4.93875 1.76649
C 0.36592 -2.46801 -1.09026
C -0.21907 -2.52946 -2.49769
H 0.55387 -3.47562 -0.69136
H 1.33749 -1.94589 -1.11604
H -1.23390 -2.94850 -2.52163
H -0.25948 -1.53711 -2.97265
H 0.41932 -3.17754 -3.11688
C -2.39608 -1.83429 -0.57247
C -3.56119 -1.69623 0.39793
H -2.42785 -2.81510 -1.05440
H -2.46807 -1.08311 -1.36316
H -4.40619 -1.21170 -0.10599
H -3.91280 -2.67441 0.74189
H -3.33526 -1.09771 1.28649
S 0.74465 2.24146 1.75978
C 0.43186 1.60413 3.35936
N -0.69929 0.94760 3.65502
C -0.82604 0.02893 4.77967
C 0.10766 0.43408 5.90416
C 1.48461 0.77114 5.38463
N 1.35314 1.78439 4.32130
H -1.39011 0.89914 2.91392
H -0.57951 -0.99178 4.44467
H -1.86902 0.02452 5.10949
H 0.18376 -0.39733 6.61406
H -0.29944 1.30346 6.43823
H 1.99315 -0.10942 4.95700
H 2.11110 1.17948 6.18748
H 2.21056 2.23582 4.00591
*
```